(1)
The following is a DFT calculation (ωB97M-V/def2-TZVPD) of 2 unconnected molecules or ions with the total composition H2N3O2S.

HOMO energy	-0.1463	Ha
multiplicity	1
strongest force on any atom	4.9	eV/A
ΔE to the lowest compared entry with this formula, charge and spin	33.6	kcal/mol
charge	-1
gap between HOMO and LUMO	8.0	eV

Last column: Mulliken charge in e.
CARTESIAN COORDINATES (ANGSTROEM)
1 N -1.6023 -1.3977 0.2200  -0.313
2 N 1.5434 0.2343 -0.4143  -0.061
3 N -1.2290 -0.4162 0.7631  -0.011
4 O 1.2978 1.3200 0.3207  -0.496
5 O -1.1723 0.7457 0.0205  -0.523
6 S 2.9626 -0.4670 -0.1536  -0.376
7 H -1.6496 -1.1596 -0.9148  0.215
8 H -0.1507 1.1405 0.1585  0.565

Forces on the atoms, in the same order (eV/Å):
-0.707 -1.619 -4.540
-0.121 2.042 1.566
0.852 2.729 2.262
-0.220 -2.091 -1.583
1.101 -0.010 -0.369
0.384 -0.179 -0.146
-0.238 -0.497 2.630
-1.050 -0.373 0.181


(2)
The following is a DFT calculation (ωB97M-V/def2-TZVPD) of 2 unconnected molecules or ions with the total composition H2N4.

HOMO energy	-0.3070	Ha
multiplicity	1
strongest force on any atom	3.4	eV/A
ΔE to the lowest compared entry with this formula, charge and spin	31.4	kcal/mol
charge	0
gap between HOMO and LUMO	9.3	eV

Last column: Mulliken charge in e.
CARTESIAN COORDINATES (ANGSTROEM)
1 N 0.7085 -0.5249 0.0922  0.021
2 N -0.9310 1.2959 -0.3186  -0.051
3 N 0.0134 -1.4559 0.3300  -0.480
4 N -1.8058 0.6671 -0.0251  -0.083
5 H 1.7531 -0.4593 0.0941  0.243
6 H 0.2618 0.4771 -0.1726  0.350

Forces on the atoms, in the same order (eV/Å):
0.472 2.202 -0.585
-3.326 -0.374 0.500
-0.270 -0.555 0.195
1.684 1.304 -0.665
-0.177 -0.710 0.139
1.617 -1.867 0.416


(3)
The following is a DFT calculation (ωB97M-V/def2-TZVPD) of a gas-phase ion, H2N5O2 (charge -1).

HOMO energy	-0.0997	Ha
multiplicity	1
strongest force on any atom	2.9	eV/A
ΔE to the lowest compared entry with this formula, charge and spin	69.2	kcal/mol
charge	-1
SMILES	[NH-]N[N-][N+](=O)N=O
gap between HOMO and LUMO	6.5	eV

Last column: Mulliken charge in e.
CARTESIAN COORDINATES (ANGSTROEM)
1 N 0.3292 0.8912 0.2514  -0.694
2 N -0.4310 0.1067 -0.4577  0.549
3 N -1.4417 0.4582 -1.1881  -0.649
4 N -1.8876 1.7619 -1.3993  1.055
5 O -3.1051 1.8450 -1.0922  -0.829
6 N -1.0870 2.5553 -1.9621  -0.247
7 O -1.5731 3.7095 -2.2487  -0.628
8 H 1.0494 0.4213 0.8697  0.162
9 H -0.5372 -0.9779 -0.2900  0.280

Forces on the atoms, in the same order (eV/Å):
0.918 -0.193 0.265
-1.315 0.006 1.240
0.814 -2.794 -0.462
0.701 -0.807 1.286
-1.288 0.642 0.138
0.679 1.774 -0.696
0.300 -0.956 0.146
-1.478 -0.209 -1.334
0.667 2.536 -0.583


(4)
The following is a DFT calculation (ωB97M-V/def2-TZVPD) of 2 unconnected molecules or ions with the total composition H2NO2P.

HOMO energy (spin up / spin down)	-0.3430 / -0.3067	Ha
multiplicity	1
strongest force on any atom	5.3	eV/A
ΔE to the lowest compared entry with this formula, charge and spin	148.0	kcal/mol
charge	0
gap between HOMO and LUMO (spin up / spin down)	9.0 / 8.9	eV

Last column: Mulliken charge in e.
CARTESIAN COORDINATES (ANGSTROEM)
1 N 2.1272 1.1998 0.0107  0.059
2 O -1.5829 0.0258 -0.0090  -0.570
3 O 1.8703 0.0422 -0.0172  0.075
4 P 1.7834 -1.4498 -0.0389  -0.129
5 H -2.1939 -0.5015 -0.3814  0.281
6 H -2.0041 0.6836 0.4358  0.285

Forces on the atoms, in the same order (eV/Å):
0.354 3.156 0.064
5.249 -0.075 0.044
0.112 1.385 0.018
-0.518 -4.547 -0.083
-3.309 -2.804 -1.978
-1.889 2.885 1.935


(5)
The following is a DFT calculation (ωB97M-V/def2-TZVPD) of a single H2NO2P molecule.

HOMO energy	-0.4158	Ha
multiplicity	1
strongest force on any atom	4.7	eV/A
ΔE to the lowest compared entry with this formula, charge and spin	8.3	kcal/mol
charge	0
gap between HOMO and LUMO	10.8	eV

Last column: Mulliken charge in e.
CARTESIAN COORDINATES (ANGSTROEM)
1 N 0.5284 -1.4569 0.2285  -0.568
2 O -1.8012 0.0039 -0.0297  -0.533
3 O 0.5100 1.1918 -0.0168  -0.462
4 P -0.3739 -0.2173 0.1778  0.929
5 H 1.3974 -1.1042 0.1625  0.279
6 H -0.2606 1.5828 -0.5222  0.355

Forces on the atoms, in the same order (eV/Å):
-4.500 -1.114 0.602
0.156 -0.130 0.382
-3.058 -1.562 -0.526
1.676 0.769 -0.793
4.376 1.098 -0.149
1.349 0.938 0.484


(6)
The following is a DFT calculation (ωB97M-V/def2-TZVPD) of a single H2NO2P molecule.

HOMO energy (spin up / spin down)	-0.2619 / -0.3801	Ha
multiplicity	3
strongest force on any atom	4.0	eV/A
ΔE to the lowest compared entry with this formula, charge and spin	35.0	kcal/mol
charge	0
gap between HOMO and LUMO (spin up / spin down)	7.9 / 6.6	eV

Last column: Löwdin spin population.
CARTESIAN COORDINATES (ANGSTROEM)
1 N 1.1342 -0.1167 -0.0849  0.009
2 O -2.6145 -0.1492 0.4297  0.622
3 O -0.1959 0.2434 0.4895  0.374
4 P -1.4607 -0.5688 -0.3480  0.983
5 H 1.8997 0.1027 0.5276  0.003
6 H 1.2372 0.4885 -1.0139  0.009

Forces on the atoms, in the same order (eV/Å):
-1.618 0.984 -3.446
-3.513 0.839 1.645
2.237 -0.458 -0.933
3.617 -0.495 -0.959
-0.429 0.535 0.896
-0.294 -1.406 2.796


(7)
The following is a DFT calculation (ωB97M-V/def2-TZVPD) of a gas-phase ion, H2NO3S (charge -1).

HOMO energy	-0.1637	Ha
multiplicity	1
strongest force on any atom	6.3	eV/A
ΔE to the lowest compared entry with this formula, charge and spin	66.6	kcal/mol
charge	-1
SMILES	NS(=O)(=O)[O-]
gap between HOMO and LUMO	8.6	eV

Last column: Mulliken charge in e.
CARTESIAN COORDINATES (ANGSTROEM)
1 N 0.2849 -0.0267 1.0510  -0.609
2 S 0.0026 0.3857 -0.6625  0.956
3 O 1.2180 1.0694 -1.0100  -0.546
4 O -0.3631 -1.4443 -1.2796  -0.747
5 O -1.2563 1.1284 -0.6240  -0.590
6 H -0.5517 -0.1614 1.5773  0.250
7 H 0.6655 -0.9512 0.9479  0.284

Forces on the atoms, in the same order (eV/Å):
0.915 0.514 -1.424
-2.868 -5.348 1.516
0.054 -0.222 -0.838
1.577 5.499 1.413
0.991 -0.085 -0.527
-1.057 0.136 -0.195
0.388 -0.493 0.054


(8)
The following is a DFT calculation (ωB97M-V/def2-TZVPD) of 2 unconnected molecules or ions with the total composition H2NO3S.

HOMO energy (spin up / spin down)	-0.1769 / -0.1216	Ha
multiplicity	1
strongest force on any atom	2.2	eV/A
ΔE to the lowest compared entry with this formula, charge and spin	77.9	kcal/mol
charge	-1
gap between HOMO and LUMO (spin up / spin down)	8.6 / 5.4	eV

Last column: Mulliken charge in e.
CARTESIAN COORDINATES (ANGSTROEM)
1 N -2.5003 -0.2428 0.3843  -0.435
2 O 1.3670 0.9803 -0.8777  -0.518
3 O 2.7737 0.2803 1.0394  -0.550
4 O 1.9483 -1.3653 -0.5347  -0.551
5 S 1.7027 -0.0465 0.0819  0.617
6 H -2.1173 0.6901 0.3108  0.233
7 H -3.1742 -0.2960 -0.4040  0.204

Forces on the atoms, in the same order (eV/Å):
-0.767 -0.553 -0.199
-0.417 1.401 -0.916
-0.112 0.535 0.181
-0.360 -0.093 -0.105
0.841 -1.819 0.823
0.382 0.483 -0.098
0.435 0.046 0.314